one | Formula: C5H16N2O
Source: the OMol25 dataset
Level of theory: wB97M-V/def2-TZVPD

Geometry as ORCA input:
```
! RIJCOSX wB97M-V def2-TZVPD def2/J DEFGRID3
* xyz 0 1
C 0.885 -1.897 0.506
C 1.913 -0.934 -0.162
N 1.838 0.559 0.105
C 1.086 1.397 -0.953
C -0.352 1.692 -0.594
C -1.331 0.850 -1.434
N -2.558 1.620 -1.922
H -0.196 -1.698 0.426
H 1.182 -2.845 -0.101
H 1.063 -1.798 1.684
H 2.801 -1.156 0.387
H 2.000 -1.111 -1.280
H 1.528 0.966 1.007
H 1.598 2.335 -1.056
H 1.218 0.840 -1.918
H -0.508 1.476 0.475
H -0.578 2.749 -0.652
H -0.898 0.476 -2.403
H -1.681 0.010 -0.852
H -3.227 1.576 -1.175
H -2.449 2.576 -2.222
O -1.147 -2.172 4.013
H -1.345 -2.722 4.783
H -0.841 -2.789 3.336
*
```

Computed properties:
Kohn-Sham gap: 9.034 eV
SMILES: CCNCCCN.O
Highest occupied orbital energy: -8.2 eV
LUMO energy: 0.812 eV

***

two | Formula: C5H16N2O
Source: the OMol25 dataset
Level of theory: wB97M-V/def2-TZVPD

Geometry as ORCA input:
```
! RIJCOSX wB97M-V def2-TZVPD def2/J DEFGRID3
* xyz 0 1
C -1.746 0.219 -2.067
C -0.450 0.608 -1.389
N 0.636 -0.259 -1.818
C -0.657 0.591 0.168
N 0.600 0.403 0.874
C 0.342 -0.076 2.263
C 1.388 1.608 0.945
H -2.551 0.933 -1.902
H -1.690 -0.186 -3.077
H -2.097 -0.687 -1.540
H -0.093 1.591 -1.626
H 1.382 -0.221 -1.137
H 0.483 -1.231 -1.866
H -1.100 1.552 0.463
H -1.423 -0.153 0.380
H -0.538 -0.698 2.343
H 0.198 0.774 2.949
H 1.320 -0.483 2.535
H 2.363 1.352 1.308
H 1.451 2.048 -0.049
H 0.917 2.353 1.602
O 0.356 -3.666 0.406
H 0.133 -3.501 -0.512
H 0.774 -2.870 0.748
*
```

Computed properties:
Kohn-Sham gap: 9.802 eV
SMILES: C[C@H](N)CN(C)C.O
Highest occupied orbital energy: -9.0 eV
LUMO energy: 0.851 eV

***

three | Formula: C5H16N2O
Source: the OMol25 dataset
Level of theory: wB97M-V/def2-TZVPD

Geometry as ORCA input:
```
! RIJCOSX wB97M-V def2-TZVPD def2/J DEFGRID3
* xyz 0 1
C -2.208 -0.611 -2.089
C -1.494 0.251 -1.088
N -0.502 -0.477 -0.349
C 0.580 0.226 0.285
C 0.643 0.393 1.887
C 0.271 1.872 2.094
N 2.031 0.051 2.277
H -1.732 -1.576 -2.232
H -3.224 -0.836 -1.699
H -2.349 -0.170 -3.055
H -1.021 1.073 -1.656
H -2.233 0.839 -0.379
H -0.626 -1.429 -0.044
H 0.616 1.260 -0.133
H 1.442 -0.300 -0.026
H -0.163 -0.220 2.314
H -0.789 2.069 1.824
H 0.890 2.642 1.701
H 0.307 1.899 3.218
H 2.358 -0.640 1.579
H 2.644 0.832 2.056
O 1.636 -2.580 -1.828
H 0.752 -2.525 -2.238
H 2.170 -2.041 -2.417
*
```

Computed properties:
Kohn-Sham gap: 8.737 eV
SMILES: CCNC[C@H](C)N.O
Highest occupied orbital energy: -8.0 eV
LUMO energy: 0.783 eV

***

four | Formula: C5H16N2O
Source: the OMol25 dataset
Level of theory: wB97M-V/def2-TZVPD

Geometry as ORCA input:
```
! RIJCOSX wB97M-V def2-TZVPD def2/J DEFGRID3
* xyz 0 1
C -1.509 1.602 0.528
C -0.038 1.817 0.111
N 1.023 0.819 0.618
C 0.957 0.638 2.010
C 1.189 -0.357 -0.197
C 0.413 -1.615 0.096
N 0.433 -2.620 -0.988
H -1.862 0.533 0.630
H -2.087 2.053 -0.313
H -1.471 2.169 1.508
H 0.141 1.797 -1.020
H 0.450 2.720 0.587
H 1.321 1.650 2.488
H 0.123 0.066 2.325
H 1.869 -0.013 2.260
H 2.282 -0.629 -0.036
H 1.039 0.094 -1.152
H -0.623 -1.449 0.397
H 0.783 -2.269 0.983
H 1.390 -2.746 -1.251
H -0.054 -2.219 -1.902
O -2.101 -0.313 -2.509
H -1.896 -0.793 -3.283
H -1.772 -0.937 -1.890
*
```

Computed properties:
Kohn-Sham gap: 8.767 eV
SMILES: CCN(C)CCN.O
Highest occupied orbital energy: -8.1 eV
LUMO energy: 0.692 eV

***

Which is less stable than every other structure shown? four is.